Record 1
Computed, not measured: a 15-piece molecular cluster, C4H38O15 overall, with ωB97M-V/def2-TZVPD.

Last column: Löwdin charge in e.
Geometry (Å):
C: 0.810 0.089 -0.095  -0.238
O: 1.415 -1.055 -0.680  -0.100
C: 1.159 0.276 1.394  -0.157
C: 0.195 0.047 2.570  -0.203
C: -0.184 1.334 3.374  -0.073
H: 1.328 0.925 -0.575  0.097
H: -0.227 0.244 -0.354  0.078
H: 0.906 -1.850 -0.455  0.036
H: 1.598 1.283 1.417  0.091
H: 2.168 -0.161 1.481  0.111
H: 0.710 -0.572 3.290  0.065
H: -0.712 -0.389 2.151  0.080
H: -1.242 1.275 3.605  0.071
H: 0.066 2.303 2.965  0.030
H: 0.456 1.208 4.247  0.069
H: 1.108 -3.773 0.573  0.023
H: 0.474 -4.811 -0.355  0.054
O: 0.494 -3.868 -0.196  -0.065
H: 1.796 -2.267 2.963  -0.018
H: 1.289 -2.414 4.425  0.029
O: 1.794 -2.841 3.731  -0.061
H: 1.816 3.683 2.202  0.058
H: 0.585 4.352 1.995  0.042
O: 1.173 3.782 1.485  -0.062
H: 0.948 0.561 -4.102  0.012
H: 1.126 1.789 -3.143  0.035
O: 1.578 1.168 -3.716  -0.045
H: -0.945 3.413 0.931  -0.004
H: -2.403 3.128 0.613  0.011
O: -1.841 3.602 1.236  -0.047
H: 4.259 0.018 -1.336  0.024
H: 3.191 0.889 -1.019  0.009
O: 3.974 0.536 -0.576  -0.052
H: 2.206 -1.410 -2.634  0.010
H: 2.431 -0.647 -3.856  0.012
O: 2.938 -1.049 -3.142  -0.062
H: 2.375 -2.348 0.576  0.051
H: 3.306 -3.367 0.714  0.067
O: 2.549 -3.092 1.198  -0.036
H: -2.394 0.754 -0.275  0.014
H: -2.401 -0.201 0.911  0.032
O: -2.695 0.672 0.636  -0.057
H: -1.199 0.220 -2.926  0.001
H: -2.077 -0.403 -4.014  0.019
O: -1.237 0.032 -3.867  -0.056
H: -1.105 -2.271 -1.182  0.052
H: -1.322 -2.345 0.421  0.059
O: -1.378 -1.832 -0.376  -0.046
H: -3.497 -0.864 -1.926  0.029
H: -2.757 -2.113 -1.821  0.022
O: -3.090 -1.521 -2.509  -0.049
H: -1.339 3.144 -1.262  0.032
H: -2.058 2.792 -2.558  0.066
O: -1.638 2.400 -1.784  -0.030
H: -4.538 0.508 0.658  0.018
H: -4.874 0.765 -0.908  0.018
O: -5.068 0.270 -0.117  -0.071

The HOMO-LUMO gap is 0.38151 hartree. The electronic energy comes out at -1303.71125 a.u. The relative energy (zero: lowest compared OMol25 entry of this formula, charge and spin) comes out at 102.4 kcal/mol. The calculation puts the lowest unoccupied orbital energy at -0.2 eV.

=====

Record 2
Computed, not measured: a 16-piece molecular cluster, C4H39NO15 overall, with ωB97M-V/def2-TZVPD.

Last column: Löwdin charge in e.
Geometry (Å):
C: 0.015 2.242 1.383  -0.085
C: 0.375 0.796 1.052  -0.265
C: -0.172 0.388 -0.296  -0.134
C: -0.782 -0.797 -0.510  -0.220
N: -1.317 -1.151 -1.727  0.082
H: -0.514 2.680 0.542  0.041
H: 0.929 2.818 1.564  0.074
H: -0.717 2.236 2.184  0.059
H: 1.457 0.601 1.087  0.068
H: 0.181 0.035 1.830  0.095
H: 0.059 1.029 -1.140  0.100
H: -0.864 -1.477 0.325  0.091
H: -1.974 -1.911 -1.724  0.078
H: -1.110 -0.638 -2.556  0.081
H: -3.618 -4.069 0.920  0.051
H: -2.587 -3.045 1.128  0.000
O: -2.867 -3.681 0.464  -0.049
H: -3.863 2.076 1.456  0.040
H: -2.594 1.554 0.740  0.006
O: -2.917 1.988 1.539  -0.053
H: 3.774 -2.971 0.995  0.017
H: 4.300 -1.588 0.902  0.011
O: 4.556 -2.455 1.262  -0.081
H: 2.378 -1.432 -0.948  0.029
H: 3.092 -0.150 -0.915  0.040
O: 3.231 -1.080 -0.669  -0.056
H: -4.233 -1.039 -0.875  0.031
H: -4.263 0.433 -1.357  -0.008
O: -4.599 -0.454 -1.551  -0.063
H: -3.325 0.766 -3.082  -0.019
H: -3.792 -0.391 -3.744  0.028
O: -3.124 0.293 -3.904  -0.078
H: 2.720 3.779 -1.958  0.037
H: 2.494 2.893 -0.844  0.015
O: 1.958 3.354 -1.555  -0.095
H: -0.872 -5.268 -0.526  0.051
H: -0.664 -3.782 -0.254  0.006
O: -0.195 -4.587 -0.506  -0.050
H: 3.751 -1.555 2.723  0.049
H: 2.187 -1.075 2.751  0.055
O: 3.101 -0.846 2.906  -0.045
H: 1.491 -3.699 -0.606  0.015
H: 2.826 -3.381 -1.202  0.051
O: 2.435 -3.626 -0.357  -0.059
H: -1.808 -0.445 2.210  0.016
H: -3.202 -0.770 2.529  0.049
O: -2.380 -1.223 2.316  -0.053
H: -1.111 4.083 -1.112  0.059
H: -0.045 3.477 -2.025  0.028
O: -0.992 3.429 -1.809  -0.060
H: 4.685 2.546 -0.323  0.062
H: 3.846 1.761 0.698  0.014
O: 3.892 2.002 -0.284  -0.092
H: 3.696 0.588 2.429  0.021
H: 2.844 1.849 2.587  0.046
O: 3.717 1.577 2.293  -0.066
H: -2.396 2.287 -1.473  0.018
H: -3.748 2.932 -1.611  0.077
O: -3.345 2.092 -1.373  -0.062

The HOMO-LUMO gap is 0.29733 hartree. The electronic energy comes out at -1359.14644 a.u. The relative energy (zero: lowest compared OMol25 entry of this formula, charge and spin) comes out at 50.7 kcal/mol. The calculation puts the lowest unoccupied orbital energy at 0.0 eV.

=====

Record 3
Computed, not measured: C4H3AuCl3GeSTe as an isolated structure, with ωB97M-V/def2-TZVPD.

Last column: Löwdin charge in e.
Geometry (Å):
Au: 0.012 -2.680 1.519  0.066
Cl: 2.062 -2.976 4.722  0.031
Ge: 0.111 -3.212 3.826  -0.469
Cl: -0.969 -1.344 4.350  -0.054
Cl: -0.998 -4.746 4.863  0.036
Te: -0.191 -1.086 -0.404  0.983
C: 0.400 0.733 -1.301  -0.931
C: -0.237 0.909 -2.554  -0.294
C: -0.314 2.251 -2.995  -0.182
C: 0.237 3.101 -2.084  -0.408
S: 0.995 2.318 -0.749  0.951
H: -0.613 0.019 -3.084  0.084
H: -0.783 2.557 -3.958  0.126
H: 0.289 4.157 -2.150  0.061

The HOMO-LUMO gap (alpha / beta) is 0.27840 / 0.20760 hartree. The electronic energy comes out at -4413.66622 a.u. As for the spin multiplicity: 2. The calculation puts the lowest unoccupied orbital energy (alpha / beta) at -1.3 / -3.2 eV.